Record 1
The following is a quantum chemistry calculation of a cluster of 9 separate species, C23H65Cl6O28P7 in total at a distorted geometry, from OMol25.

```
! RIJCOSX wB97M-V def2-TZVPD def2/J DEFGRID3
* xyz 0 1
C 0.21 6.08 -0.44
O 1.19 5.38 -1.19
P 0.75 4.41 -2.39
O -0.06 3.25 -1.98
O -0.01 5.37 -3.41
C 0.73 6.29 -4.19
O 2.09 4.07 -3.16
C 3.10 3.25 -2.54
H 0.49 7.13 -0.34
H 0.18 5.69 0.58
H -0.79 5.99 -0.85
H 1.61 6.75 -3.75
H 0.09 7.15 -4.38
H 0.99 5.84 -5.15
H 4.04 3.78 -2.47
H 3.23 2.34 -3.13
H 2.76 2.97 -1.53
C -0.84 2.88 1.35
O 0.09 1.82 1.61
P 1.49 2.25 2.22
O 1.40 3.18 3.35
O 2.26 2.80 0.94
C 3.39 3.67 1.11
O 2.26 0.89 2.55
C 2.04 0.28 3.83
H -1.25 3.30 2.27
H -1.65 2.54 0.72
H -0.29 3.67 0.82
H 4.22 3.20 0.59
H 3.65 3.86 2.15
H 3.16 4.60 0.60
H 2.39 0.87 4.67
H 2.52 -0.69 3.83
H 0.98 0.09 3.95
C -0.40 -3.38 -5.78
O -0.06 -2.54 -6.88
P 1.45 -2.06 -7.02
O 2.46 -3.10 -6.78
O 1.58 -0.81 -6.01
C 2.74 -0.56 -5.26
O 1.55 -1.40 -8.46
C 0.57 -0.45 -8.88
H -1.02 -4.21 -6.11
H -0.90 -2.77 -5.03
H 0.46 -3.86 -5.32
H 3.09 0.46 -5.47
H 3.59 -1.19 -5.53
H 2.58 -0.64 -4.19
H 1.09 0.45 -9.22
H -0.13 -0.16 -8.09
H 0.01 -0.82 -9.74
C -1.46 -4.50 5.36
O -0.31 -3.80 5.83
P -0.05 -2.27 5.44
O -0.89 -1.30 6.17
O 1.49 -2.13 5.82
C 1.82 -2.12 7.21
O -0.01 -2.22 3.84
C 0.91 -3.10 3.14
H -1.14 -5.20 4.59
H -2.16 -3.83 4.87
H -1.97 -5.13 6.10
H 1.24 -2.87 7.74
H 1.69 -1.15 7.67
H 2.88 -2.35 7.31
H 1.75 -3.33 3.80
H 1.30 -2.57 2.28
H 0.33 -3.97 2.84
C -5.84 -0.60 4.17
O -5.33 0.73 4.06
P -4.53 1.21 2.77
O -3.92 2.55 2.88
O -3.53 0.02 2.45
C -2.38 -0.18 3.32
O -5.64 1.10 1.61
C -5.38 1.79 0.39
H -6.85 -0.64 3.75
H -5.92 -0.80 5.24
H -5.23 -1.32 3.63
H -2.34 0.52 4.14
H -1.45 -0.23 2.77
H -2.58 -1.18 3.72
H -5.98 2.69 0.30
H -5.60 1.11 -0.43
H -4.34 2.14 0.36
C 6.82 0.07 -4.25
O 5.85 -0.32 -3.29
P 5.69 0.46 -1.93
O 5.37 1.89 -2.06
O 4.57 -0.45 -1.22
C 3.50 0.09 -0.48
O 7.01 0.12 -1.10
C 7.03 0.18 0.33
H 7.48 0.87 -3.90
H 6.37 0.50 -5.14
H 7.50 -0.74 -4.51
H 2.52 -0.17 -0.88
H 3.43 1.18 -0.56
H 3.55 -0.16 0.57
H 7.83 0.86 0.62
H 7.21 -0.82 0.73
H 6.08 0.56 0.70
C -6.06 -4.06 3.07
O -4.66 -4.28 3.25
P -3.69 -4.36 1.99
O -2.26 -4.40 2.32
O -4.25 -5.61 1.15
C -4.03 -6.93 1.60
O -4.16 -3.13 1.09
C -3.37 -2.61 0.01
H -6.22 -3.03 2.78
H -6.62 -4.38 3.94
H -6.44 -4.71 2.27
H -4.82 -7.56 1.20
H -4.05 -7.08 2.69
H -3.08 -7.31 1.23
H -2.88 -1.69 0.32
H -4.06 -2.31 -0.78
H -2.64 -3.35 -0.33
Cl 0.08 -1.13 0.36
C -0.13 -0.06 -1.05
Cl -1.78 0.51 -1.19
Cl 0.28 -0.94 -2.50
H 0.52 0.80 -0.87
Cl -4.43 2.41 -3.41
C -3.30 3.63 -2.72
Cl -4.02 4.42 -1.31
Cl -2.97 4.93 -3.91
H -2.40 3.10 -2.45
*
```

Summary:
* lowest unoccupied orbital energy: 0.466 eV
* Kohn-Sham gap: 10.756 eV
* SMILES string: COP(=O)(OC)OC.COP(=O)(OC)OC.COP(=O)(OC)OC.COP(=O)(OC)OC.COP(=O)(OC)OC.COP(=O)(OC)OC.COP(=O)(OC)OC.ClC(Cl)Cl.ClC(Cl)Cl
* ΔE to the lowest compared entry with this formula, charge and spin: 20.50 kJ/mol
* highest occupied orbital energy: -10.29 eV


Record 2
The following is a quantum chemistry calculation of a structure of composition C28H34CrF3N5S2, from OMol25.

```
! RIJCOSX wB97M-V def2-TZVPD def2/J DEFGRID3
* xyz 0 5
Cr 1.39 1.36 0.93
S -0.43 0.19 2.39
C -0.80 -1.21 1.48
N -2.04 -1.43 1.01
C -2.34 -2.60 0.20
C -1.52 -3.77 0.68
N -0.12 -3.38 0.66
C 0.82 -4.33 0.07
C 0.44 -4.62 -1.37
C 0.39 -3.57 -2.29
C 0.03 -3.82 -3.60
C -0.28 -5.11 -4.01
C -0.22 -6.16 -3.10
C 0.14 -5.91 -1.78
C 0.22 -2.19 1.21
S 1.88 -1.93 1.69
C -3.16 -0.51 1.18
C -3.73 -0.08 -0.15
C -2.89 0.53 -1.08
C -3.39 0.91 -2.31
C -4.73 0.70 -2.63
C -5.56 0.10 -1.71
C -5.06 -0.30 -0.47
H -2.11 -2.40 -0.86
H -3.40 -2.81 0.27
H -1.66 -4.62 0.02
H -1.80 -4.05 1.70
H 0.82 -5.26 0.66
H 1.81 -3.90 0.12
H 0.63 -2.57 -1.96
H -0.01 -3.00 -4.31
H -0.56 -5.30 -5.04
H -0.45 -7.17 -3.42
H 0.18 -6.73 -1.07
H -2.79 0.35 1.73
H -3.93 -0.99 1.79
H -1.84 0.68 -0.85
H -2.73 1.38 -3.03
H -5.11 1.01 -3.59
H -6.61 -0.07 -1.95
H -5.72 -0.77 0.25
C -0.84 3.43 0.68
N 0.41 3.34 1.47
C 0.06 3.49 2.89
C 1.32 4.45 1.07
C 2.53 3.99 0.30
C 3.40 4.96 -0.20
C 4.53 4.59 -0.89
C 4.79 3.24 -1.10
C 3.93 2.28 -0.60
C 2.78 2.63 0.13
H -1.37 4.35 0.92
H -1.47 2.57 0.92
H -0.60 3.39 -0.38
H -0.45 4.44 3.07
H 0.97 3.47 3.50
H -0.60 2.68 3.20
H 1.64 4.97 1.98
H 0.75 5.19 0.49
H 3.18 6.02 -0.05
H 5.21 5.34 -1.28
H 5.68 2.93 -1.64
H 4.15 1.24 -0.77
F 2.21 -0.98 -0.72
C 2.33 -0.50 0.56
F 0.34 1.24 -0.57
F 3.70 -0.47 0.80
N 3.56 2.25 3.07
N 2.47 1.35 2.83
H 3.52 2.63 4.00
H 3.53 2.99 2.37
H 1.74 1.44 3.54
H 2.83 0.40 2.93
*
```

Summary:
* lowest unoccupied orbital energy (spin up / spin down): 0.428 / -0.959 eV
* expectation value of S²: 6.051
* Kohn-Sham gap (spin up / spin down): 7.482 / 7.237 eV
* highest occupied orbital energy (spin up / spin down): -7.05 / -8.20 eV


Record 3
The following is a quantum chemistry calculation of a structure of composition C22H30F5N3O2PY at a distorted geometry, from OMol25.

```
! RIJCOSX wB97M-V def2-TZVPD def2/J DEFGRID3
* xyz 2 1
Y 0.10 -0.16 -0.16
N 3.39 0.14 -3.23
C 1.88 -0.07 -3.09
C 1.14 0.99 -3.87
C -0.37 0.79 -3.73
N -0.80 1.08 -2.34
C -0.76 -0.62 -4.13
C 0.01 -1.73 -3.41
N -0.45 -1.89 -2.00
C 1.52 -1.49 -3.48
H 3.65 1.08 -2.93
H 3.72 0.02 -4.19
H 3.90 -0.52 -2.64
H 1.77 0.11 -2.02
H 1.39 0.92 -4.93
H 1.43 2.00 -3.54
H -0.85 1.50 -4.41
H -1.82 1.13 -2.33
H -0.48 2.00 -2.05
H -0.58 -0.74 -5.20
H -1.84 -0.78 -4.00
H -0.18 -2.67 -3.94
H -0.09 -2.76 -1.63
H -1.46 -2.03 -2.04
H 1.83 -1.66 -4.51
H 2.06 -2.21 -2.85
C -3.95 -0.15 0.65
P -2.34 0.25 1.40
C -2.59 1.79 2.32
C -2.09 -1.05 2.64
C -2.55 -2.35 2.42
C -2.26 -3.36 3.31
C -1.50 -3.09 4.45
C -1.04 -1.80 4.68
C -1.33 -0.79 3.78
H -3.90 -1.04 0.02
H -4.27 0.68 0.02
H -4.70 -0.32 1.42
H -3.30 1.64 3.14
H -2.98 2.54 1.64
H -1.65 2.15 2.72
H -3.15 -2.59 1.55
H -2.63 -4.36 3.14
H -1.28 -3.88 5.16
H -0.46 -1.59 5.57
H -0.95 0.21 3.98
C 1.85 -3.01 1.58
C 1.22 -1.93 0.82
O 1.88 -1.36 -0.11
H 2.00 -2.62 2.60
H 2.80 -3.37 1.20
H 1.13 -3.82 1.74
F 2.07 5.06 3.86
C 1.88 4.25 2.83
C 1.95 4.73 1.53
F 2.22 6.01 1.32
C 1.74 3.89 0.45
F 1.80 4.40 -0.79
C 1.46 2.55 0.64
O 1.20 1.69 -0.37
C 1.41 2.09 1.94
F 1.09 0.77 2.12
C 1.59 2.90 3.04
F 1.49 2.41 4.27
*
```

Summary:
* lowest unoccupied orbital energy: -5.450 eV
* Kohn-Sham gap: 8.068 eV
* highest occupied orbital energy: -13.52 eV


Record 4
The following is a quantum chemistry calculation of a structure of composition C32H27Cl2HgN6OS4, from OMol25.

```
! RIJCOSX wB97M-V def2-TZVPD def2/J DEFGRID3
* xyz -2 2
Hg 0.95 -0.25 0.18
C -0.90 4.78 2.06
N -1.33 4.43 0.72
C -1.87 5.30 -0.22
C -2.13 4.58 -1.31
N -1.74 3.27 -1.07
C -1.25 3.16 0.22
S -0.84 1.85 1.18
C -1.79 2.26 -2.09
C -2.83 2.27 -3.01
C -2.81 1.31 -4.01
C -1.76 0.41 -4.06
C -0.78 0.50 -3.08
N -0.80 1.41 -2.11
H -1.14 5.83 2.23
H 0.17 4.62 2.17
H -1.41 4.15 2.78
H -2.03 6.34 -0.01
H -2.51 4.89 -2.27
H -3.66 2.96 -2.92
H -3.62 1.25 -4.72
H -1.72 -0.37 -4.81
H 0.07 -0.19 -3.07
C 3.44 -3.23 -2.48
C 2.82 -2.04 -1.76
S 1.67 -2.53 -0.51
C 3.16 -0.78 -2.10
C 4.15 -0.51 -3.22
S 2.57 0.74 -1.41
H 3.06 -4.16 -2.06
H 4.53 -3.24 -2.38
H 3.20 -3.23 -3.55
H 4.68 -1.40 -3.54
H 4.90 0.23 -2.89
H 3.64 -0.08 -4.09
Cl 4.28 -0.33 4.59
C 2.60 -0.83 4.58
C 2.06 -1.36 5.74
C 0.75 -1.74 5.80
Cl 0.10 -2.37 7.32
C -0.09 -1.60 4.68
C -1.47 -1.90 4.66
C -2.20 -1.73 3.52
C -1.54 -1.28 2.36
N -0.26 -0.99 2.34
C 0.47 -1.10 3.47
C 1.87 -0.65 3.38
O 2.33 -0.15 2.33
H 2.69 -1.47 6.62
H -1.94 -2.27 5.57
H -3.26 -1.94 3.49
H -2.07 -1.17 1.42
S -5.84 -3.15 -2.96
C -4.43 -2.53 -2.04
C -3.26 -3.28 -1.88
C -2.15 -2.70 -1.29
N -2.12 -1.42 -0.88
C -3.24 -0.72 -1.02
C -4.41 -1.21 -1.57
C -5.46 -2.41 -4.50
C -4.58 -3.02 -5.45
C -4.21 -2.32 -6.57
N -4.62 -1.05 -6.89
C -5.44 -0.48 -5.96
C -5.87 -1.07 -4.80
H -3.23 -4.30 -2.22
H -1.22 -3.25 -1.17
H -3.21 0.31 -0.67
H -5.28 -0.58 -1.68
H -4.21 -4.02 -5.28
H -3.55 -2.79 -7.29
H -5.76 0.53 -6.20
H -6.52 -0.53 -4.12
*
```

Summary:
* lowest unoccupied orbital energy (spin up / spin down): 3.690 / 3.688 eV
* expectation value of S²: 0.762
* Kohn-Sham gap (spin up / spin down): 3.257 / 5.239 eV
* highest occupied orbital energy (spin up / spin down): 0.43 / -1.55 eV


Record 5
The following is a quantum chemistry calculation of an isolated molecule of C9H11NO3 at a distorted geometry, from OMol25.

```
! RIJCOSX wB97M-V def2-TZVPD def2/J DEFGRID3
* xyz 0 1
C -2.35 -1.23 -0.55
C -1.11 -0.44 -0.74
C 0.06 -1.31 -0.07
C 1.42 -0.65 -0.10
C 2.70 -1.22 -0.26
C 3.54 -0.18 -0.25
O 2.97 0.98 0.08
C 1.66 0.67 0.25
C 0.33 1.37 0.49
O 0.42 2.25 1.58
O -0.42 1.97 -0.63
C -1.12 0.90 0.07
N -2.13 1.22 1.02
H -2.03 -2.24 -0.97
H -3.17 -0.91 -1.26
H -2.66 -1.22 0.56
H -0.91 -0.20 -1.80
H 0.12 -2.18 -0.68
H -0.20 -1.47 0.91
H 2.98 -2.10 -0.70
H 4.52 -0.40 -0.24
H 0.24 3.09 1.31
H -1.85 2.09 1.44
H -3.01 1.21 0.53
*
```

Summary:
* lowest unoccupied orbital energy: 0.894 eV
* Kohn-Sham gap: 9.368 eV
* SMILES string: C[C@@H]1Cc2ccoc2[C@@]2(O)O[C@@]12N
* ΔE to the lowest compared entry with this formula, charge and spin: 413.02 kJ/mol
* highest occupied orbital energy: -8.47 eV


Record 6
The following is a quantum chemistry calculation of a cluster of 2 separate species, C4H8N2O in total, from OMol25.

```
! RIJCOSX wB97M-V def2-TZVPD def2/J DEFGRID3
* xyz 0 1
C -1.95 -0.57 -0.07
C -0.64 0.15 -0.30
N -0.54 1.57 0.16
C 0.80 1.26 0.80
C 0.64 -0.10 0.16
N 1.29 -0.98 -0.59
O 2.29 -1.70 0.08
H -2.67 -0.35 -0.86
H -2.38 -0.24 0.89
H -1.79 -1.65 -0.05
H 0.05 -0.92 -1.24
H -0.40 2.22 -0.61
H 0.73 1.30 1.89
H 1.66 1.84 0.45
H 2.93 -1.91 -0.62
*
```

Summary:
* lowest unoccupied orbital energy: 0.598 eV
* Kohn-Sham gap: 8.665 eV
* ΔE to the lowest compared entry with this formula, charge and spin: 726.18 kJ/mol
* highest occupied orbital energy: -8.07 eV


no.,molecular weight (g mol⁻¹),total energy (eV)
1,1219.3,-222408.3377
2,613.7,-95282.8929
3,583.4,-55773.8754
4,911.4,-117172.4952
5,181.2,-17140.4799
6,100.1,-9298.8669